A single C3HF2NO molecule at a distorted geometry. Source: the OMol25 dataset; level of theory: ωB97M-V/def2-TZVPD.

Values from the calculation:
largest force on an atom = 4.51 eV Å⁻¹
orbital gap = 10.5616 eV
energy above the lowest of the compared OMol25 structures with the same formula, charge and spin = 28.8 kcal per mole

ORCA input file:
```
! wB97M-V def2-TZVPD RIJCOSX def2/J DEFGRID3
* xyz 0 1
C 0.64 0.42 1.19
C -0.34 0.28 -1.15
C -0.06 -0.57 0.49
N 1.04 1.42 1.63
O -1.36 0.65 -1.58
F -1.14 -1.01 1.12
F 0.71 -1.62 0.06
H 0.51 0.43 -1.77
*
```

Atom charges from the Mulliken analysis, given in e for atoms 1 to 5: 0.03 -0.10 0.80 -0.33 -0.33

---

A single C3HF3O molecule at a distorted geometry. Source: the OMol25 dataset; level of theory: ωB97M-V/def2-TZVPD.

Values from the calculation:
largest force on an atom = 2.01 eV Å⁻¹
orbital gap = 9.0031 eV
energy above the lowest of the compared OMol25 structures with the same formula, charge and spin = 121.3 kcal per mole

ORCA input file:
```
! wB97M-V def2-TZVPD RIJCOSX def2/J DEFGRID3
* xyz 0 1
C -0.68 1.10 -0.71
C 1.47 -0.17 -0.08
C -0.76 -0.30 -0.06
O 0.49 -0.71 0.55
F -0.41 2.06 0.17
F 2.56 -0.49 0.64
F -0.98 -1.21 -1.05
H -1.69 -0.28 0.54
*
```

Atom charges from the Mulliken analysis, given in e for atoms 1 to 5: -0.19 0.01 0.53 -0.12 -0.09

---

A gas-phase ion, C3HFNO4 (charge -1) at a distorted geometry. Source: the OMol25 dataset; level of theory: ωB97M-V/def2-TZVPD.

Values from the calculation:
largest force on an atom = 2.51 eV Å⁻¹
orbital gap = 8.3177 eV

ORCA input file:
```
! wB97M-V def2-TZVPD RIJCOSX def2/J DEFGRID3
* xyz -1 1
O 2.41 -0.74 0.62
C 1.83 -0.02 -0.11
F 2.44 0.39 -1.28
N 0.54 0.55 0.10
C -0.52 -0.47 0.16
O -0.33 -1.61 0.43
C -1.96 0.09 -0.20
O -2.58 -0.43 -1.12
O -2.35 1.08 0.49
H 0.52 1.16 0.91
*
```

Atom charges from the Mulliken analysis, given in e for atoms 1 to 5: -0.41 0.52 -0.24 -0.24 0.54

---

A molecular structure, C3HI3O3 at a distorted geometry. Source: the OMol25 dataset; level of theory: ωB97M-V/def2-TZVPD.

Values from the calculation:
largest force on an atom = 3.44 eV Å⁻¹
orbital gap (alpha / beta) = 6.5103 / 6.6692 eV
energy above the lowest of the compared OMol25 structures with the same formula, charge and spin = 46.6 kcal per mole

ORCA input file:
```
! wB97M-V def2-TZVPD RIJCOSX def2/J DEFGRID3
* xyz 0 1
C -0.04 1.13 -2.18
C 1.32 -0.85 1.31
C -0.02 -1.13 1.06
O 0.52 2.09 -2.48
O 2.18 -1.66 1.32
O -0.63 0.18 -1.93
I -2.90 2.28 0.11
I -1.47 0.25 1.75
I -0.57 -2.51 -0.30
H 1.61 0.22 1.33
*
```

Atom charges from the Mulliken analysis, given in e for atoms 1 to 5: 0.68 0.11 -0.39 -0.37 -0.41

---

2 unconnected molecules or ions with the total composition C3HIN2 at a distorted geometry. Source: the OMol25 dataset; level of theory: ωB97M-V/def2-TZVPD.

Values from the calculation:
largest force on an atom = 3.01 eV Å⁻¹
orbital gap (alpha / beta) = 3.7995 / 3.7808 eV
energy above the lowest of the compared OMol25 structures with the same formula, charge and spin = 73.4 kcal per mole

ORCA input file:
```
! wB97M-V def2-TZVPD RIJCOSX def2/J DEFGRID3
* xyz 0 1
C -1.92 0.21 -0.04
C 0.12 1.47 0.91
C -0.56 0.57 0.06
N -3.04 -0.10 -0.18
N 0.55 2.46 1.27
I 0.96 0.50 -3.51
H 0.15 0.00 -0.55
*
```

Atom charges from the Mulliken analysis, given in e for atoms 1 to 5: 0.33 0.30 -0.35 -0.27 -0.25

---

A gas-phase ion, C3HINS (charge +1) at a distorted geometry. Source: the OMol25 dataset; level of theory: ωB97M-V/def2-TZVPD.

Values from the calculation:
largest force on an atom = 4.19 eV Å⁻¹
orbital gap (alpha / beta) = 6.3970 / 6.3976 eV
energy above the lowest of the compared OMol25 structures with the same formula, charge and spin = 3.9 kcal per mole

ORCA input file:
```
! wB97M-V def2-TZVPD RIJCOSX def2/J DEFGRID3
* xyz 1 1
C -0.20 1.48 -0.36
C -0.10 -0.84 -0.63
C 0.19 -1.23 0.54
N -0.42 0.44 -0.95
S -0.02 2.77 0.37
I 0.89 -1.10 2.37
H -0.34 -1.52 -1.34
*
```

Atom charges from the Mulliken analysis, given in e for atoms 1 to 5: 0.60 0.12 -0.22 -0.31 -0.25

---

A molecular structure, C3HInO2 at a distorted geometry. Source: the OMol25 dataset; level of theory: ωB97M-V/def2-TZVPD.

Values from the calculation:
largest force on an atom = 10.64 eV Å⁻¹
orbital gap (alpha / beta) = 8.6322 / 6.4616 eV

ORCA input file:
```
! wB97M-V def2-TZVPD RIJCOSX def2/J DEFGRID3
* xyz 2 1
C -2.18 -0.20 -0.37
C -1.30 0.66 -0.39
O -0.17 1.18 -0.17
C 2.55 -0.59 0.51
O 2.66 -1.71 0.56
H -3.10 -0.74 -0.30
In 1.55 1.40 0.16
*
```

Atom charges from the Mulliken analysis, given in e for atoms 1 to 5: -0.19 0.78 -0.40 0.33 0.03

---

2 unconnected molecules or ions with the total composition C3HN2O5 at a distorted geometry. Source: the OMol25 dataset; level of theory: ωB97M-V/def2-TZVPD.

Values from the calculation:
largest force on an atom = 4.53 eV Å⁻¹
orbital gap = 8.7285 eV
energy above the lowest of the compared OMol25 structures with the same formula, charge and spin = 0.5 kcal per mole

ORCA input file:
```
! wB97M-V def2-TZVPD RIJCOSX def2/J DEFGRID3
* xyz -1 1
C 1.74 0.25 0.16
C 1.18 1.58 0.18
C 3.93 -0.42 0.05
N -0.55 0.10 0.23
N 0.79 -0.63 0.06
O 4.28 -0.45 1.14
O 0.79 -1.89 0.08
O 1.65 2.69 0.06
O 4.06 -0.57 -1.08
O -0.22 1.44 0.27
H -1.19 -0.25 -0.41
*
```

Atom charges from the Mulliken analysis, given in e for atoms 1 to 5: -0.48 0.50 0.80 -0.27 0.72